No. 1
The following is a DFT calculation (wB97M-V/def2-TZVPD) of a cluster of 2 separate species, C32H32NO4 in total in a non-equilibrium geometry.

```
! wB97M-V def2-TZVPD RIJCOSX def2/J DEFGRID3
* xyz 1 1
C 7.26 -1.86 0.66
O 6.18 -2.38 1.47
C 5.00 -1.72 1.48
C 3.89 -2.41 2.03
C 2.62 -1.89 1.91
C 2.41 -0.61 1.34
C 1.06 -0.07 1.18
C -0.03 -0.96 0.99
C -1.36 -0.61 1.01
C -2.48 -1.53 1.05
C -3.79 -0.99 1.11
C -4.90 -1.82 1.15
C -4.75 -3.21 1.13
C -3.46 -3.76 1.05
C -2.34 -2.94 1.01
C 0.87 1.38 1.28
C 1.65 2.15 2.19
C 1.48 3.51 2.32
C 0.55 4.19 1.50
O 0.47 5.54 1.63
C -0.40 6.26 0.73
C -0.24 3.44 0.58
C -0.06 2.07 0.49
C 3.54 0.11 0.90
C 4.81 -0.43 0.93
H 8.08 -2.55 0.84
H 6.99 -1.86 -0.41
H 7.54 -0.84 0.97
H 4.06 -3.37 2.51
H 1.77 -2.44 2.30
H 0.24 -2.02 0.86
H -1.62 0.42 1.22
H -3.90 0.09 1.12
H -5.90 -1.38 1.18
H -5.63 -3.86 1.17
H -3.34 -4.85 1.03
H -1.34 -3.37 0.94
H 2.38 1.64 2.83
H 2.07 4.09 3.03
H -0.30 7.30 1.04
H -0.07 6.14 -0.32
H -1.44 5.93 0.82
H -0.97 3.94 -0.06
H -0.65 1.53 -0.25
H 3.43 1.13 0.50
H 5.66 0.12 0.52
C 2.85 -1.28 -2.98
C 1.80 -0.28 -2.56
O 0.57 -1.02 -2.35
C -0.53 -0.21 -2.28
C -1.70 -0.94 -1.94
N -2.96 -0.42 -2.13
C -3.22 0.95 -2.08
C -4.51 1.41 -1.92
C -5.58 0.52 -1.87
C -5.32 -0.84 -2.05
C -4.03 -1.29 -2.19
O -0.42 1.02 -2.46
H 3.84 -0.92 -2.67
H 2.69 -2.28 -2.55
H 2.85 -1.36 -4.07
H 2.07 0.21 -1.61
H 1.66 0.48 -3.33
H -1.63 -2.02 -1.90
H -2.35 1.59 -2.17
H -4.64 2.49 -1.84
H -6.59 0.88 -1.69
H -6.12 -1.58 -2.04
H -3.75 -2.34 -2.28
*
```

**Electronic energy**: -43375.223 eV
**Kohn-Sham gap**: 5.1 eV
**E_HOMO**: -9.76 eV
**Relative energy (zero: lowest compared OMol25 entry of this formula, charge and spin)**: 43.7 kJ/mol

No. 2
The following is a DFT calculation (wB97M-V/def2-TZVPD) of a structure of composition C32H33As2MoNO5 in a non-equilibrium geometry.

```
! wB97M-V def2-TZVPD RIJCOSX def2/J DEFGRID3
* xyz 2 3
Mo -0.14 0.90 -0.88
O -2.13 1.67 0.79
C -2.52 3.03 0.55
C -1.33 3.76 -0.05
N -0.77 3.07 -1.23
C -1.77 2.89 -2.33
C -2.56 1.59 -2.08
O -3.74 1.49 -2.17
O -1.74 0.58 -1.71
C 0.49 3.69 -1.71
C 1.32 2.46 -2.06
O 1.61 2.12 -3.17
O 1.55 1.69 -0.97
H -2.90 1.19 1.11
H -2.77 3.52 1.49
H -3.39 3.07 -0.11
H -0.54 3.82 0.70
H -1.64 4.78 -0.32
H -1.25 2.77 -3.28
H -2.45 3.74 -2.41
H 0.96 4.26 -0.91
H 0.35 4.33 -2.58
C 1.59 -2.07 0.29
C 2.30 -0.84 0.86
As 0.89 0.43 1.37
C 0.02 -0.56 2.77
C 0.77 -0.85 3.91
C 0.23 -1.64 4.91
C -1.07 -2.14 4.78
C -1.82 -1.84 3.65
C -1.27 -1.06 2.64
C 1.55 2.01 2.26
C 2.63 2.74 1.76
C 2.99 3.93 2.38
C 2.26 4.40 3.46
C 1.18 3.69 3.94
C 0.81 2.49 3.34
As 0.34 -1.56 -1.16
C 1.27 -2.12 -2.76
C 1.68 -1.20 -3.72
C 2.37 -1.65 -4.84
C 2.63 -3.00 -5.00
C 2.21 -3.92 -4.04
C 1.52 -3.48 -2.92
C -1.14 -2.80 -1.09
C -1.55 -3.40 0.10
C -2.63 -4.27 0.09
C -3.31 -4.52 -1.09
C -2.91 -3.91 -2.28
C -1.83 -3.04 -2.27
H 1.02 -2.57 1.08
H 2.30 -2.79 -0.11
H 2.94 -0.37 0.11
H 2.91 -1.11 1.72
H 1.77 -0.45 4.01
H 0.81 -1.87 5.79
H -1.49 -2.75 5.56
H -2.82 -2.23 3.55
H -1.85 -0.83 1.75
H 3.21 2.37 0.93
H 3.84 4.49 2.02
H 2.55 5.33 3.94
H 0.61 4.05 4.79
H -0.03 1.92 3.71
H 1.49 -0.15 -3.60
H 2.69 -0.94 -5.59
H 3.16 -3.35 -5.87
H 2.41 -4.97 -4.17
H 1.18 -4.18 -2.18
H -1.02 -3.22 1.03
H -2.94 -4.75 1.01
H -4.16 -5.20 -1.10
H -3.44 -4.11 -3.20
H -1.51 -2.57 -3.19
*
```

**Electronic energy**: -168965.047 eV
**Kohn-Sham gap (spin up / spin down)**: 6.5 / 6.5 eV
**E_HOMO (spin up / spin down)**: -14.23 / -14.22 eV
**Relative energy (zero: lowest compared OMol25 entry of this formula, charge and spin)**: 86.3 kJ/mol

No. 3
The following is a DFT calculation (wB97M-V/def2-TZVPD) of a structure of composition C32H33CaF6N4O6P2S6 in a non-equilibrium geometry.

```
! wB97M-V def2-TZVPD RIJCOSX def2/J DEFGRID3
* xyz -2 2
Ca -0.96 0.26 0.37
C 1.65 -4.68 -1.61
S -0.10 -4.78 -1.19
C -0.51 -3.11 -0.64
S 0.70 -2.07 -0.01
N -1.77 -2.89 -0.81
N -2.24 -1.65 -0.42
C -3.55 -1.59 -0.55
C -4.46 -0.57 -0.21
C -5.84 -0.95 -0.22
C -6.81 -0.16 0.29
C -6.43 1.10 0.83
C -5.11 1.46 0.72
N -4.12 0.72 0.20
H 2.06 -5.69 -1.53
H 2.16 -4.03 -0.90
H 1.81 -4.30 -2.62
H -4.03 -2.50 -0.92
H -6.08 -1.93 -0.62
H -7.85 -0.48 0.29
H -7.14 1.78 1.27
H -4.83 2.45 1.05
C 1.26 -3.69 6.03
C 0.50 -3.34 4.77
O 1.05 -2.14 4.22
P 0.05 -0.93 3.79
S 1.14 0.31 2.73
S -1.62 -1.56 2.99
O -0.29 -0.30 5.25
C 0.76 0.31 5.99
C 0.29 0.47 7.42
H 0.90 -4.65 6.43
H 1.12 -2.92 6.79
H 2.33 -3.78 5.82
H -0.56 -3.22 4.96
H 0.61 -4.13 4.01
H 0.99 1.28 5.54
H 1.66 -0.30 5.94
H -0.61 1.08 7.46
H 1.07 0.94 8.03
H 0.06 -0.51 7.86
F 0.25 3.16 0.87
C -0.65 3.84 1.61
F -0.73 5.08 1.12
F -0.20 3.91 2.86
S -2.27 2.96 1.56
O -1.90 1.64 2.00
O -3.13 3.73 2.39
N -2.55 3.10 0.04
S -2.87 2.25 -1.25
O -2.04 1.07 -1.48
O -4.14 2.41 -1.89
C -1.87 3.43 -2.30
F -1.89 3.02 -3.58
F -0.59 3.49 -1.91
F -2.36 4.68 -2.29
C 2.30 4.13 -4.80
C 3.04 3.95 -3.64
C 2.80 2.85 -2.82
C 1.82 1.91 -3.16
C 1.08 2.11 -4.32
C 1.32 3.21 -5.14
P 1.33 0.54 -2.03
C 1.13 -0.81 -3.24
C -0.08 -1.51 -3.20
C -0.32 -2.55 -4.09
C 0.64 -2.89 -5.03
C 1.83 -2.18 -5.10
C 2.07 -1.14 -4.21
C 2.89 0.20 -1.14
C 3.81 -0.79 -1.47
C 4.93 -1.00 -0.68
C 5.14 -0.23 0.46
C 4.22 0.75 0.81
C 3.10 0.96 0.02
H 2.48 4.99 -5.43
H 3.81 4.66 -3.36
H 3.39 2.72 -1.92
H 0.30 1.41 -4.59
H 0.72 3.35 -6.03
H -0.83 -1.25 -2.47
H -1.25 -3.10 -4.02
H 0.46 -3.71 -5.72
H 2.58 -2.44 -5.84
H 2.99 -0.58 -4.28
H 3.63 -1.43 -2.32
H 5.63 -1.79 -0.93
H 6.00 -0.41 1.09
H 4.35 1.32 1.72
H 2.37 1.69 0.32
*
```

**Electronic energy**: -170304.376 eV
**Kohn-Sham gap (spin up / spin down)**: 4.3 / 6.1 eV
**E_HOMO (spin up / spin down)**: -0.09 / -1.97 eV
**Relative energy (zero: lowest compared OMol25 entry of this formula, charge and spin)**: 189.5 kJ/mol